# 1
# C6H9N

C6H9N as an isolated structure (ωB97M-V/def2-TZVPD, OMol25).

```
16
Properties=species:S:1:pos:R:3:forces:R:3:mulliken_charge:R:1
C -0.229 -0.487 2.029 -0.034 0.059 0.229 -0.864
N -0.068 -0.471 0.616 0.003 -0.288 0.018 -0.051
C 1.031 -0.074 -0.262 0.303 -0.159 0.019 -0.281
C 0.195 -0.845 -1.339 0.015 -0.117 -0.412 -0.600
C -0.931 -0.135 -0.513 -0.329 -0.117 -0.088 -0.263
C -0.607 1.336 -0.871 0.146 0.071 0.096 -0.582
C 0.713 1.380 -0.693 -0.140 0.025 0.035 -0.582
H -0.056 0.441 2.592 -0.067 0.144 -0.144 0.290
H -1.245 -0.845 2.233 0.164 0.130 0.091 0.295
H 0.461 -1.254 2.402 -0.112 0.204 0.251 0.294
H 2.052 -0.334 0.033 -0.175 -0.021 -0.160 0.447
H 0.202 -1.923 -1.152 0.032 0.155 -0.220 0.276
H 0.316 -0.576 -2.390 0.015 0.047 0.067 0.351
H -1.975 -0.459 -0.482 0.205 -0.016 -0.101 0.470
H -1.279 2.075 -1.290 0.072 -0.049 0.196 0.397
H 1.420 2.170 -0.913 -0.098 -0.068 0.123 0.404
```
Positions in Å, forces in eV/Å.

Its HOMO energy is -7.88 eV. Its LUMO energy is 1.15 eV. The calculation puts the relative energy (zero: lowest compared OMol25 entry of this formula, charge and spin) at 77.8 kcal/mol.

# 2
# C6H9N

One molecule with the formula C6H9N (ωB97M-V/def2-TZVPD, OMol25).

```
16
Properties=species:S:1:pos:R:3:forces:R:3:mulliken_charge:R:1
C -1.124 -1.705 0.230 -0.034 -0.056 0.045 -1.253
C -0.011 -0.704 0.066 -0.005 0.083 -0.036 1.034
C 1.376 -1.043 0.034 0.025 -0.045 -0.047 -0.561
C 2.089 0.092 -0.256 -0.022 -0.028 0.035 -0.668
N 1.185 1.118 -0.366 -0.053 0.029 0.005 0.018
C -0.094 0.655 -0.156 -0.039 -0.047 0.095 -0.097
C -1.224 1.618 0.052 -0.057 0.000 -0.024 -1.308
H -0.690 -2.709 0.259 -0.089 0.107 0.062 0.341
H -1.821 -1.698 -0.618 0.141 0.117 0.148 0.292
H -1.719 -1.581 1.143 0.144 0.084 -0.099 0.287
H 1.774 -2.027 0.254 0.024 0.180 -0.213 0.368
H 3.150 0.261 -0.386 -0.241 -0.060 0.007 0.388
H 1.394 2.048 -0.692 0.040 -0.127 0.201 0.212
H -2.190 1.104 0.064 0.204 0.038 -0.061 0.323
H -1.273 2.417 -0.698 0.050 -0.211 -0.008 0.346
H -1.102 2.109 1.026 -0.089 -0.063 -0.112 0.278
```
Positions in Å, forces in eV/Å.

Its HOMO energy is -7.79 eV. The SMILES is Cc1cc[nH]c1C. Its LUMO energy is 1.06 eV. The calculation puts the relative energy (zero: lowest compared OMol25 entry of this formula, charge and spin) at 4.1 kcal/mol.